Below is 2 unconnected molecules or ions with the total composition C4H13N2O, with properties calculated with ωB97M-V/def2-TZVPD.

Output
Molar mass = 105.2 g/mol
Energy relative to the best compared isomer or geometry (same formula, charge and spin) = 129.90 kJ/mol
Spin multiplicity = 2
Frontier orbital gap (alpha / beta) = 4.14 / 9.36 eV
LUMO energy (alpha / beta) = 0.897 / 0.608 eV

The geometry in XYZ format:
```
20
Properties=species:S:1:pos:R:3:forces:R:3:mulliken_charge:R:1
C -0.824 0.154 2.751 -0.185 -0.283 0.355 -1.04
C -0.430 1.172 1.691 -0.433 -0.174 -0.223 -0.72
C -0.132 0.521 0.375 0.046 0.054 -0.291 0.36
C 1.124 0.531 -0.064 0.903 -0.236 -0.096 -1.15
N 1.592 -0.145 -1.289 -0.090 0.157 0.593 -0.62
N -1.177 -0.028 -0.303 -0.520 -0.334 -0.390 -0.62
H -0.995 0.613 3.726 0.134 0.118 -0.064 0.34
H -0.060 -0.616 2.866 0.078 0.092 0.004 0.32
H -1.752 -0.369 2.509 0.031 0.073 -0.173 0.31
H 0.431 1.761 1.983 0.144 0.011 0.173 0.29
H -1.249 1.866 1.510 -0.138 0.214 0.147 0.36
H 1.946 0.939 0.508 -0.282 0.045 -0.029 0.07
H 2.341 -0.854 -1.089 -0.023 -0.024 -0.073 0.98
H 0.866 -0.642 -1.815 -0.294 -0.193 -0.152 0.04
H 1.999 0.524 -1.958 0.227 0.224 -0.349 1.06
H -1.100 -0.425 -1.227 0.361 -0.011 0.114 0.06
H -2.126 0.012 0.015 0.046 0.233 0.425 0.31
H -0.829 -1.347 -3.659 0.285 -0.089 0.201 0.39
H 0.577 -1.962 -3.528 0.045 -0.023 0.038 0.48
O -0.202 -1.705 -3.003 -0.335 0.148 -0.209 -1.22
```
Positions in Å, forces in eV/Å.